(1)
C3HNO2S in the gas phase in a non-equilibrium geometry. Source: the Open Molecules 2025 dataset; level of theory: ωB97M-V/def2-TZVPD.

Cartesian coordinates (Å):
O 0.423 -2.266 0.509
C 0.454 -1.049 0.354
O 1.569 -0.278 0.063
N 1.202 1.057 -0.236
C -0.105 1.147 -0.213
C -0.749 -0.152 0.036
S -2.252 -0.598 -0.027
H -0.543 2.138 -0.485

Energy   -19544.687 eV
E_HOMO   -9.90 eV
ΔE to the lowest compared entry with this formula, charge and spin   40.7 kcal/mol
LUMO energy   -2.45 eV
Kohn-Sham gap   7.445 eV

(2)
A molecular structure, C9H8ClNO in a non-equilibrium geometry. Source: the Open Molecules 2025 dataset; level of theory: ωB97M-V/def2-TZVPD.

Cartesian coordinates (Å):
C 1.769 -0.332 1.508
C -2.899 -1.114 -0.552
C -2.117 -0.510 -1.407
C -2.476 -1.269 0.794
C -0.886 0.063 -0.977
C -1.136 -0.900 1.173
C -0.400 -0.166 0.315
C 2.524 1.865 -0.092
C 0.938 0.375 0.620
N 2.562 -0.884 2.123
O 1.259 1.586 0.126
Cl 2.862 -0.394 -1.849
H -3.935 -1.417 -0.565
H -2.562 -0.240 -2.378
H -3.287 -1.746 1.389
H -0.140 0.631 -1.618
H -0.694 -1.076 2.123
H 2.520 2.954 -0.314
H 2.877 1.043 -1.131
H 3.222 1.530 0.708

Energy   -25518.261 eV
E_HOMO (spin up / spin down)   -8.55 / -9.23 eV
ΔE to the lowest compared entry with this formula, charge and spin   86.5 kcal/mol
LUMO energy (spin up / spin down)   -2.39 / -1.83 eV
Kohn-Sham gap (spin up / spin down)   6.158 / 7.400 eV

(3)
A molecular structure, C2HBr2Cl2NO in a non-equilibrium geometry. Source: the Open Molecules 2025 dataset; level of theory: ωB97M-V/def2-TZVPD.

Cartesian coordinates (Å):
C 0.770 0.816 -1.250
C -0.162 0.026 -0.533
N 2.608 0.610 0.032
O 0.974 1.421 -2.194
Cl -0.970 -0.972 -1.889
Cl -1.355 1.142 0.257
Br 4.022 1.403 -0.670
Br 2.656 -1.266 0.121
H 0.305 -0.842 0.123

Energy   -170752.751 eV
E_HOMO (spin up / spin down)   -8.34 / -8.35 eV
LUMO energy (spin up / spin down)   -1.17 / -1.17 eV
Kohn-Sham gap (spin up / spin down)   7.171 / 7.180 eV

(4)
A molecular structure, C35H47N4Y. Source: the Open Molecules 2025 dataset; level of theory: ωB97M-V/def2-TZVPD.

Cartesian coordinates (Å):
Y -0.314 0.311 0.177
C -3.043 1.842 1.081
N -1.625 2.065 1.401
C -1.370 1.889 2.846
C 0.113 1.840 3.101
C 0.662 2.373 4.252
C 2.037 2.328 4.428
C 2.821 1.767 3.433
C 2.195 1.251 2.317
N 0.866 1.267 2.144
C -1.222 3.421 0.996
C -1.056 3.546 -0.492
C -1.353 4.738 -1.128
C -1.107 4.858 -2.487
C -0.576 3.773 -3.164
C -0.324 2.615 -2.460
N -0.555 2.481 -1.142
C -3.437 0.409 1.327
C -4.738 0.091 1.670
C -5.077 -1.237 1.874
C -4.090 -2.201 1.752
C -2.814 -1.802 1.409
N -2.475 -0.522 1.179
H -3.687 2.515 1.658
H -3.197 2.083 0.024
H -1.827 2.699 3.425
H -1.831 0.956 3.175
H 0.021 2.828 4.995
H 2.489 2.739 5.321
H 3.898 1.727 3.516
H 2.765 0.799 1.521
H -1.936 4.164 1.367
H -0.261 3.646 1.466
H -1.768 5.563 -0.567
H -1.328 5.781 -3.005
H -0.366 3.816 -4.223
H 0.068 1.743 -2.960
H -5.476 0.874 1.781
H -6.090 -1.510 2.136
H -4.299 -3.247 1.922
H -2.025 -2.532 1.317
C -0.139 -2.092 -0.615
C 1.170 -1.867 -0.080
C 1.797 -0.901 -0.937
C 0.834 -0.584 -1.951
C -0.333 -1.347 -1.794
C -1.557 -1.373 -2.700
C -2.207 -2.758 -2.655
C -1.131 -1.069 -4.139
C -2.600 -0.336 -2.257
C 3.234 -0.402 -1.216
C 3.207 1.115 -1.471
C 4.329 -0.655 -0.177
C 3.693 -1.116 -2.503
C 1.712 -2.787 1.024
C 2.430 -2.063 2.167
C 0.577 -3.570 1.699
C 2.632 -3.826 0.361
H -0.822 -2.834 -0.244
H 1.054 0.039 -2.802
H -1.499 -3.535 -2.946
H -3.055 -2.796 -3.339
H -2.583 -2.995 -1.656
H -0.367 -1.770 -4.475
H -0.731 -0.058 -4.247
H -1.988 -1.150 -4.808
H -3.027 -0.600 -1.286
H -3.429 -0.299 -2.965
H -2.183 0.677 -2.217
H 2.844 1.662 -0.593
H 2.584 1.391 -2.321
H 4.214 1.477 -1.682
H 4.215 -0.071 0.734
H 5.279 -0.346 -0.614
H 4.430 -1.702 0.094
H 3.034 -0.909 -3.345
H 3.718 -2.197 -2.356
H 4.698 -0.789 -2.774
H 1.732 -1.422 2.714
H 3.273 -1.464 1.846
H 2.810 -2.800 2.876
H -0.127 -2.901 2.202
H 1.004 -4.214 2.468
H 0.037 -4.218 1.008
H 3.463 -3.370 -0.171
H 2.068 -4.420 -0.360
H 3.040 -4.503 1.113

Energy   -44052.921 eV
E_HOMO   -13.64 eV
ΔE to the lowest compared entry with this formula, charge and spin   0.0 kcal/mol
LUMO energy   -5.56 eV
Net charge   +2
Kohn-Sham gap   8.087 eV

(5)
A molecular structure, C62H59N2O6PbS3Si in a non-equilibrium geometry. Source: the Open Molecules 2025 dataset; level of theory: ωB97M-V/def2-TZVPD.

Cartesian coordinates (Å):
Pb -2.155 0.420 1.318
C -1.099 -1.795 1.059
Si -2.370 -3.122 0.833
C -4.004 -2.484 1.642
N -4.326 -1.106 1.254
C -4.866 -1.031 -0.117
C -6.383 -0.808 -0.173
C -7.086 -1.646 0.888
C -6.616 -1.206 2.280
C -5.255 -0.491 2.200
C -2.674 -3.627 -0.965
C -1.938 -3.022 -1.976
C -2.061 -3.435 -3.291
C -2.940 -4.452 -3.619
C -3.704 -5.046 -2.628
C -3.564 -4.638 -1.314
C -1.891 -4.723 1.759
C -1.450 -5.851 1.073
C -0.998 -6.976 1.738
C -0.957 -6.991 3.122
C -1.357 -5.867 3.826
C -1.813 -4.751 3.148
H -0.353 -1.759 0.274
H -0.570 -1.914 2.003
H -3.849 -2.482 2.721
H -4.851 -3.155 1.453
H -4.615 -1.962 -0.626
H -4.364 -0.218 -0.643
H -6.740 -1.069 -1.170
H -6.611 0.246 -0.007
H -6.854 -2.700 0.716
H -8.169 -1.537 0.800
H -6.551 -2.072 2.942
H -7.337 -0.516 2.719
H -4.788 -0.484 3.187
H -5.388 0.550 1.905
H -1.268 -2.215 -1.728
H -1.458 -2.972 -4.058
H -3.034 -4.784 -4.644
H -4.396 -5.839 -2.877
H -4.152 -5.116 -0.542
H -1.472 -5.845 -0.006
H -0.677 -7.845 1.179
H -0.606 -7.869 3.649
H -1.315 -5.867 4.908
H -2.118 -3.878 3.706
C 2.520 -1.483 -7.305
C 2.318 -1.284 -5.831
C 1.054 -1.045 -5.297
C 0.881 -0.864 -3.941
C 1.979 -0.936 -3.083
C 3.251 -1.160 -3.606
C 3.410 -1.324 -4.967
S 1.659 -0.699 -1.371
O 3.003 -0.569 -0.697
C 1.387 2.795 -0.985
C 1.240 2.587 -2.371
C 2.287 2.180 -3.144
C 3.559 1.966 -2.577
C 4.666 1.573 -3.356
C 5.889 1.381 -2.778
C 6.051 1.546 -1.394
C 4.990 1.900 -0.612
C 3.720 2.143 -1.180
C 2.612 2.572 -0.396
C 2.898 2.769 1.044
C 3.671 3.895 1.445
C 3.987 4.927 0.538
C 4.741 5.996 0.934
C 5.225 6.078 2.249
C 4.909 5.106 3.157
C 4.118 4.000 2.787
C 3.739 3.002 3.710
C 2.950 1.957 3.323
C 2.549 1.834 1.985
S 1.339 0.576 1.475
O 0.156 1.100 2.237
C 1.908 -0.787 2.520
C 1.222 -1.085 3.684
C 1.506 -2.253 4.371
C 2.470 -3.134 3.898
C 2.713 -4.455 4.565
C 3.175 -2.801 2.745
C 2.896 -1.637 2.052
H 1.580 -1.386 -7.843
H 2.935 -2.472 -7.505
H 3.218 -0.746 -7.701
H 0.199 -0.980 -5.956
H -0.090 -0.640 -3.523
H 4.094 -1.185 -2.933
H 4.401 -1.482 -5.371
H 0.271 2.735 -2.821
H 2.150 2.010 -4.203
H 4.523 1.433 -4.420
H 6.738 1.084 -3.378
H 7.024 1.383 -0.950
H 5.123 1.984 0.456
H 3.594 4.870 -0.467
H 4.958 6.797 0.243
H 5.827 6.926 2.545
H 5.249 5.177 4.179
H 4.072 3.086 4.732
H 2.624 1.213 4.033
H 0.444 -0.413 4.016
H 0.954 -2.495 5.269
H 2.207 -4.502 5.526
H 3.779 -4.625 4.713
H 2.329 -5.257 3.931
H 3.929 -3.476 2.367
H 3.390 -1.401 1.122
C 0.274 7.168 0.427
C -0.062 5.820 -0.143
C 0.486 4.691 0.369
C 0.190 3.330 -0.181
C -1.017 3.350 -1.049
C -1.521 4.506 -1.567
C -1.010 5.745 -1.191
S -1.747 1.786 -1.432
O -2.019 1.750 -2.855
O -0.854 0.733 -0.937
N -3.078 1.583 -0.560
C -4.048 2.607 -0.472
C -4.077 3.286 0.993
O -4.337 4.480 0.989
O -3.879 2.506 1.934
H 1.276 7.189 0.850
H -0.435 7.407 1.218
H 0.192 7.935 -0.339
H 1.162 4.754 1.210
H 0.035 2.634 0.653
H -2.316 4.452 -2.298
H -1.397 6.651 -1.631
H -5.054 2.186 -0.591
H -3.890 3.400 -1.207

Energy   -126148.617 eV
E_HOMO (spin up / spin down)   -3.77 / -3.76 eV
LUMO energy (spin up / spin down)   0.96 / 1.62 eV
Net charge   -1
Kohn-Sham gap (spin up / spin down)   4.725 / 5.385 eV

(6)
2 unconnected molecules or ions with the total composition C4H12N2O in a non-equilibrium geometry. Source: the Open Molecules 2025 dataset; level of theory: ωB97M-V/def2-TZVPD.

Cartesian coordinates (Å):
N -2.804 0.734 -0.982
C -1.453 0.501 -1.351
C -0.937 -0.714 -1.661
N 0.451 -0.952 -1.964
H -2.777 1.098 -0.017
H -3.255 -0.173 -0.863
H -0.726 1.322 -1.260
H -1.506 -1.660 -1.566
H 0.778 -0.278 -2.639
H 0.573 -1.872 -2.391
C 1.659 0.520 2.574
C 0.891 0.270 1.256
O 1.549 -0.831 0.586
H 1.238 1.350 3.189
H 2.664 0.831 2.286
H 1.767 -0.390 3.144
H -0.144 -0.030 1.464
H 0.897 1.081 0.526
H 1.133 -0.807 -0.332

Energy   -9369.136 eV
E_HOMO   -8.19 eV
ΔE to the lowest compared entry with this formula, charge and spin   47.4 kcal/mol
LUMO energy   0.91 eV
Kohn-Sham gap   9.105 eV

(7)
A molecular structure, C20H21N3O4Ti in a non-equilibrium geometry. Source: the Open Molecules 2025 dataset; level of theory: ωB97M-V/def2-TZVPD.

Cartesian coordinates (Å):
C -3.516 0.234 0.846
C -3.925 1.453 0.025
H -3.181 -0.624 0.259
H -4.385 -0.106 1.416
H -2.759 0.486 1.590
H -3.457 1.507 -0.952
H -5.002 1.469 -0.178
H -3.692 2.378 0.552
C 0.270 -2.614 0.130
C 1.130 -3.686 -0.076
C 2.240 -3.540 -0.914
C 2.501 -2.306 -1.488
H -0.696 -2.710 0.637
H 0.917 -4.637 0.416
H 2.881 -4.389 -1.126
H 3.289 -2.172 -2.218
N 0.655 -1.369 -0.270
C 1.754 -1.201 -1.081
C 2.063 0.175 -1.393
N 1.270 1.096 -0.743
C 1.457 2.425 -0.993
C 3.249 1.953 -2.556
C 2.397 2.863 -1.926
H 0.799 3.096 -0.433
H 2.450 3.916 -2.182
C 3.057 0.605 -2.286
H 3.649 -0.155 -2.782
H 4.055 2.279 -3.220
Ti -0.399 0.264 0.163
C -1.454 0.167 -1.560
H -1.005 0.631 -2.453
H -1.889 0.987 -0.905
H -2.274 -0.485 -1.884
O -0.028 1.961 2.373
C -0.122 0.818 2.859
O -0.496 -0.211 2.090
C 0.235 0.447 4.291
C 0.998 -0.712 4.474
C 1.409 -1.136 5.734
C 1.021 -0.410 6.865
C 0.262 0.778 6.706
C -0.084 1.229 5.428
N 1.195 -1.062 8.126
O 1.798 -2.166 8.144
O 0.783 -0.516 9.169
H 1.313 -1.313 3.624
H 1.993 -2.041 5.870
H -0.017 1.329 7.607
H -0.606 2.178 5.304

Energy   -56853.208 eV
E_HOMO (spin up / spin down)   -5.55 / -8.88 eV
ΔE to the lowest compared entry with this formula, charge and spin   13.1 kcal/mol
LUMO energy (spin up / spin down)   -1.03 / -1.03 eV
Kohn-Sham gap (spin up / spin down)   4.524 / 7.854 eV
Spin multiplicity   3